34
Properties=species:S:1:pos:R:3:forces:R:3 method="wB97M-V/def2-TZVPD" e_above_lowest_kcal_mol=4.26 multiplicity=1 charge=0 orbital_gap_ha="0.26069 / 0.26072"
C -1.52585 -2.62954 -2.04620 -0.01 0.00 0.01
O -0.86137 -1.85590 1.09700 0.00 0.05 -0.03
O 1.32238 4.81073 -4.33302 0.00 0.00 0.00
C 3.53168 1.56110 -1.78174 0.00 -0.01 0.01
H -1.48669 -5.55408 -0.36279 0.00 0.00 0.00
C -1.85382 -4.69504 -0.90815 0.00 0.00 0.00
H -3.90830 -5.30333 -0.80542 0.00 0.00 0.00
C 2.36109 3.20630 -3.05801 0.00 0.00 0.00
Au 1.47198 -1.65648 -0.58611 0.14 0.11 -0.01
Se 0.88917 -3.90941 -1.04416 -0.05 -0.01 0.01
H 0.49965 -0.81423 3.12645 0.00 0.01 0.00
C 0.22881 -1.49149 1.16595 -0.08 -0.19 0.10
C 2.32693 1.13747 -1.17852 0.03 0.00 0.02
C 1.09658 -0.90227 2.22012 0.02 0.07 -0.06
C 3.55391 2.57644 -2.70428 -0.01 0.00 0.00
C -0.17398 1.51490 -0.95473 0.03 0.06 0.04
H 1.44163 0.06328 1.85342 0.01 0.00 0.01
H 4.47659 2.89652 -3.16633 0.00 0.00 0.00
H 1.96125 -1.54551 2.37352 -0.02 -0.02 0.00
C -0.98623 -3.71257 -1.36439 0.03 0.01 0.01
O -0.41473 0.69920 -0.08814 -0.03 -0.02 0.00
H -3.34404 -1.73115 -2.74080 0.00 0.00 0.00
H -0.89435 -1.84228 -2.43626 -0.01 0.00 -0.01
H 4.44128 1.05347 -1.49062 0.00 0.00 0.00
C -2.89932 -2.57302 -2.22154 -0.01 -0.01 0.00
C 1.13061 1.80848 -1.54550 -0.02 0.00 -0.02
H 0.25912 3.34886 -2.77366 0.00 0.00 0.00
C 1.16809 2.83472 -2.48932 -0.01 0.00 -0.01
O 3.45636 4.59447 -4.52097 0.00 0.00 0.00
C -3.21174 -4.54766 -1.15184 0.01 -0.01 0.00
N 2.38089 4.28525 -4.04561 0.00 0.01 0.01
N -3.74178 -3.50857 -1.78994 0.00 0.01 -0.01
O 2.37238 0.18521 -0.27929 -0.02 -0.03 -0.05
H -0.99607 2.13913 -1.35444 0.00 -0.02 -0.02